Record 1
ORCA calculation (ωB97M-V with the def2-TZVPD basis set) on 2 unconnected molecules or ions with the total composition C3H7NO2.

As for the electronic energy: -8808.15334 eV. The calculation puts the frontier orbital gap at 10.72 eV. As for the max |F|: 0.7 eV Å⁻¹. The value obtained for the highest occupied orbital energy is -9.659 eV. Its energy above the lowest of the compared OMol25 structures with the same formula, charge and spin is 229.2 kJ/mol. The structure (SMILES) is C1CO1.NC=O. As for the LUMO energy: 1.1 eV.

Geometry as ORCA input:
```
! RIJCOSX wB97M-V def2-TZVPD def2/J DEFGRID3
* xyz 0 1
C 1.04850 1.11001 0.12548
H 0.65469 0.33482 2.12209
C 1.42643 0.43707 1.35883
H -2.57658 -0.58368 -1.72844
H 2.45019 0.45592 1.70974
H 1.76843 1.51796 -0.57424
O -1.00703 0.64504 -1.46621
H 0.07967 1.59643 0.05901
C -1.62285 -0.37604 -1.22003
O 1.16481 -0.33478 0.20322
N -1.26875 -1.33429 -0.33577
H -0.32681 -1.27440 0.05643
H -1.79071 -2.19405 -0.31011
*
```



Record 2
ORCA calculation (ωB97M-V with the def2-TZVPD basis set) on a single C3H7NO2 molecule at a distorted geometry.

As for the electronic energy: -8805.39840 eV. The calculation puts the frontier orbital gap at 10.35 eV. As for the max |F|: 5.3 eV Å⁻¹. The value obtained for the highest occupied orbital energy is -9.705 eV. Its energy above the lowest of the compared OMol25 structures with the same formula, charge and spin is 495.0 kJ/mol. The structure (SMILES) is [H]/N=C(/CC)OO. As for the LUMO energy: 0.6 eV.

Geometry as ORCA input:
```
! RIJCOSX wB97M-V def2-TZVPD def2/J DEFGRID3
* xyz 0 1
O 2.03982 1.23186 -1.56907
H -1.58444 -1.92793 0.15627
H -0.27075 1.96140 -1.93907
H 0.16279 -2.21331 0.49894
H 2.85815 1.45543 -1.05021
C -0.51891 -0.18278 0.89310
C 0.07052 0.73557 -0.47417
C -0.74703 -1.66318 0.80886
H -1.46347 0.38498 0.82232
H -1.25127 -1.83470 1.82255
H 0.00530 0.09389 1.75693
O 1.34666 0.66035 -0.41487
N -0.64738 1.29844 -1.31159
*
```



Record 3
ORCA calculation (ωB97M-V with the def2-TZVPD basis set) on a single C3H7NO2 molecule.

As for the electronic energy: -8809.07183 eV. The calculation puts the frontier orbital gap at 10.12 eV. As for the max |F|: 0.4 eV Å⁻¹. The value obtained for the highest occupied orbital energy is -9.270 eV. Its energy above the lowest of the compared OMol25 structures with the same formula, charge and spin is 140.6 kJ/mol. The structure (SMILES) is C/N=C(/O)OC. As for the LUMO energy: 0.8 eV.

Geometry as ORCA input:
```
! RIJCOSX wB97M-V def2-TZVPD def2/J DEFGRID3
* xyz 0 1
O -1.42416 0.95403 0.67357
N 0.59030 1.35236 -0.30081
H -1.35788 1.92134 0.65088
C -1.21415 -1.59316 0.62274
C -0.27224 0.52928 0.11154
H -2.16609 -1.40535 0.11915
H -1.32226 -1.38729 1.69109
H -0.91160 -2.63028 0.47245
O -0.17142 -0.80674 0.05182
H 2.05273 -0.17883 -0.60642
C 1.81266 0.85189 -0.89545
H 1.74147 0.89088 -1.98951
H 2.64263 1.50187 -0.60103
*
```



Record 4
ORCA calculation (ωB97M-V with the def2-TZVPD basis set) on a single C3H7NO2 molecule.

As for the electronic energy: -8809.51644 eV. The calculation puts the frontier orbital gap at 10.33 eV. As for the max |F|: 0.5 eV Å⁻¹. The value obtained for the highest occupied orbital energy is -9.474 eV. Its energy above the lowest of the compared OMol25 structures with the same formula, charge and spin is 97.7 kJ/mol. The structure (SMILES) is COC(=O)CN. As for the LUMO energy: 0.9 eV.

Geometry as ORCA input:
```
! RIJCOSX wB97M-V def2-TZVPD def2/J DEFGRID3
* xyz 0 1
H 1.85697 1.13937 0.67450
O -0.64520 -0.58431 0.32194
C 1.00733 1.17813 -0.01555
C -1.08547 -1.88896 -0.08351
H -0.76107 2.23762 -0.11450
H -0.10445 2.20915 1.38900
N 0.11138 2.23336 0.40033
O 1.22886 -1.06078 -0.81286
H 1.43539 1.42259 -0.99327
C 0.54990 -0.26755 -0.20087
H -1.02805 -1.95939 -1.17247
H -0.45192 -2.67024 0.34506
H -2.11367 -1.98899 0.26220
*
```



Record 5
ORCA calculation (ωB97M-V with the def2-TZVPD basis set) on 2 unconnected molecules or ions with the total composition C3H7NO2.

As for the electronic energy: -8806.53224 eV. The calculation puts the frontier orbital gap at 9.32 eV. As for the max |F|: 0.4 eV Å⁻¹. The value obtained for the highest occupied orbital energy is -9.206 eV. Its energy above the lowest of the compared OMol25 structures with the same formula, charge and spin is 385.6 kJ/mol. As for the LUMO energy: 0.1 eV.

Geometry as ORCA input:
```
! RIJCOSX wB97M-V def2-TZVPD def2/J DEFGRID3
* xyz 0 1
H -1.46555 -0.65536 -1.43207
N -2.34609 -0.56658 0.40437
C -2.40611 -0.90925 -0.90123
H 2.98573 0.86565 0.74815
C 2.51978 0.86976 -0.24253
H 2.99675 0.14440 -0.90316
O -3.35690 -1.41806 -1.46552
H 1.37748 0.23173 1.79445
O 1.12853 0.50201 -0.12024
H -3.12125 -0.82353 0.99708
H 2.55494 1.86436 -0.68890
C 0.58388 0.17690 1.00105
H -1.45120 -0.28204 0.80854
*
```



Record 6
ORCA calculation (ωB97M-V with the def2-TZVPD basis set) on 2 unconnected molecules or ions with the total composition C3H7NO2 at a distorted geometry.

As for the electronic energy: -8808.36705 eV. The calculation puts the frontier orbital gap at 10.60 eV. As for the max |F|: 5.1 eV Å⁻¹. The value obtained for the highest occupied orbital energy is -9.834 eV. Its energy above the lowest of the compared OMol25 structures with the same formula, charge and spin is 208.6 kJ/mol. The structure (SMILES) is CC=O.NC=O. As for the LUMO energy: 0.8 eV.

Geometry as ORCA input:
```
! RIJCOSX wB97M-V def2-TZVPD def2/J DEFGRID3
* xyz 0 1
C 1.05575 1.37030 -0.41331
C 1.12574 0.86780 -1.80364
O -0.49797 -2.87349 1.41404
H 0.20321 0.29612 -1.92525
C -1.36731 -1.93844 1.33373
H -2.43486 -2.04973 1.54015
H 1.20939 1.61175 -2.56856
O 1.57478 0.81085 0.55078
H -0.22394 0.06316 1.44693
N -1.13242 -0.57581 1.19627
H 0.65223 2.42726 -0.17852
H -2.03336 -0.08731 1.19767
H 1.86877 0.07753 -1.79027
*
```



Record 7
ORCA calculation (ωB97M-V with the def2-TZVPD basis set) on a molecular structure, C3H7NO2 at a distorted geometry.

As for the electronic energy: -8807.14583 eV. The calculation puts the frontier orbital gap at 10.00 eV. As for the max |F|: 2.2 eV Å⁻¹. The value obtained for the highest occupied orbital energy is -9.198 eV. Its energy above the lowest of the compared OMol25 structures with the same formula, charge and spin is 326.4 kJ/mol. As for the LUMO energy: 0.8 eV.

Geometry as ORCA input:
```
! RIJCOSX wB97M-V def2-TZVPD def2/J DEFGRID3
* xyz 0 1
H -1.75049 1.81851 -0.68161
O -0.60455 0.17331 -1.16392
H 2.38723 0.21478 -0.05330
C -1.64982 0.81810 -0.23518
H 0.62115 -2.05926 -0.13584
H -0.69867 -1.50935 0.90034
H -0.47402 0.81182 0.68174
H 1.00001 -1.27129 1.41048
H 1.53838 1.45588 -0.96946
N 1.53876 0.60001 -0.43648
O -2.53727 0.18871 0.27928
C 0.31175 -1.28184 0.56567
C 0.31752 0.04064 -0.16173
*
```



Record 8
ORCA calculation (ωB97M-V with the def2-TZVPD basis set) on a molecular structure, C3H7NO2 at a distorted geometry.

As for the electronic energy: -8804.69188 eV. The calculation puts the frontier orbital gap at 10.08 eV. As for the max |F|: 6.2 eV Å⁻¹. The value obtained for the highest occupied orbital energy is -9.445 eV. Its energy above the lowest of the compared OMol25 structures with the same formula, charge and spin is 563.2 kJ/mol. As for the LUMO energy: 0.6 eV.

Geometry as ORCA input:
```
! RIJCOSX wB97M-V def2-TZVPD def2/J DEFGRID3
* xyz 0 1
H -1.44962 0.73929 -1.43841
H -2.68050 0.92271 -0.14886
C 0.73180 -0.31450 0.35802
C -1.17622 -0.59468 0.31388
H 1.96068 0.35341 1.70285
C -1.68891 0.64449 -0.33171
N 1.01286 0.01696 1.54643
H -1.22061 -1.52134 -0.27117
H 3.17013 -0.59536 -1.29930
O 1.28113 -0.56514 -0.83382
H -1.37729 -0.66394 1.30760
H -1.10866 1.54635 0.04353
O 2.54520 0.03175 -0.94904
*
```



Record 9
ORCA calculation (ωB97M-V with the def2-TZVPD basis set) on a single C3H7NO2 molecule at a distorted geometry.

As for the electronic energy: -8805.42074 eV. The calculation puts the frontier orbital gap at 9.03 eV. As for the max |F|: 1.6 eV Å⁻¹. The value obtained for the highest occupied orbital energy is -8.927 eV. Its energy above the lowest of the compared OMol25 structures with the same formula, charge and spin is 492.9 kJ/mol. The structure (SMILES) is C/C(CO)=N/O. As for the LUMO energy: 0.1 eV.

Geometry as ORCA input:
```
! RIJCOSX wB97M-V def2-TZVPD def2/J DEFGRID3
* xyz 0 1
H -0.38138 -1.08478 -1.84874
C -0.12772 -0.44756 0.14107
H -1.82760 -1.19925 -0.83339
H 2.05578 -0.94424 -0.51355
C -0.97360 -0.57696 -1.07419
O 0.13222 2.02956 0.22910
H -1.21116 0.92515 1.24880
H 0.44295 0.72816 1.84784
N 0.63140 -1.44169 0.49723
H 1.06910 1.97488 0.00751
C -0.15591 0.85013 0.93498
O 1.88761 -0.61533 0.38793
H -1.27291 0.40854 -1.44167
*
```



Record 10
ORCA calculation (ωB97M-V with the def2-TZVPD basis set) on a single C3H7NO2 molecule at a distorted geometry.

As for the electronic energy: -8810.21019 eV. The calculation puts the frontier orbital gap at 10.82 eV. As for the max |F|: 1.7 eV Å⁻¹. The value obtained for the highest occupied orbital energy is -10.007 eV. Its energy above the lowest of the compared OMol25 structures with the same formula, charge and spin is 30.7 kJ/mol. The structure (SMILES) is CCNC(=O)O. As for the LUMO energy: 0.8 eV.

Geometry as ORCA input:
```
! RIJCOSX wB97M-V def2-TZVPD def2/J DEFGRID3
* xyz 0 1
O 0.26645 0.95346 1.60217
H 1.39150 0.80328 -0.74769
H 1.68735 0.09056 -3.15612
O -1.61339 -0.24144 1.43089
N -0.09871 -0.41433 -0.22370
H 1.84104 -0.92996 -0.74636
C 1.08117 -0.20825 -1.03405
C -0.40143 0.16734 0.95719
H 0.51345 -1.08814 -2.93212
H -0.59133 -1.29710 -0.27058
H 0.11321 0.69948 -2.68932
C 0.81527 -0.11413 -2.53243
H -1.58924 0.11635 2.32725
*
```